(1)
Formula: C8H3F9N2O4PdS3
Source: OMol25
Level of theory: wB97M-V/def2-TZVPD

Summary:
ΔE to the lowest compared entry with this formula, charge and spin   0.8307 eV
Energy   -79956.8271 eV
Orbital gap   7.64 eV

```
! RIJCOSX wB97M-V def2-TZVPD def2/J DEFGRID3
* xyz 0 1
O -1.7647 -1.8324 1.2816
F -1.8384 -2.8630 4.1571
S -2.4818 -1.1150 2.2987
C -2.1719 0.5303 -2.3785
F 1.2089 2.3321 3.6578
F -3.1215 1.9532 -4.7695
O -3.6943 -0.4509 1.9346
F -4.7445 0.9250 -3.7828
C -1.2115 -1.9274 -3.1246
C -3.5877 0.7402 -4.4336
H -0.8325 -2.9008 -3.3958
O -1.2242 1.9952 1.9266
H -0.1753 -1.8151 -1.2143
Pd -1.2191 0.9285 0.0327
F -3.6792 -1.7866 4.5295
O 0.4247 0.2841 1.6433
S -0.5752 0.8275 2.5634
H -2.4047 -1.6830 -4.8926
F -3.6135 -3.3266 3.0077
F -3.8605 0.0820 -5.5693
N -1.2857 -0.1307 -1.6257
C -2.5961 -0.0087 -3.5881
F -0.5956 2.1042 4.8338
F 0.8388 0.4842 4.7235
C -2.9259 -2.3508 3.5952
C -0.8318 -1.3446 -1.9325
N -1.5234 -0.2000 3.2013
S -2.5972 1.9459 -1.4552
C 0.2766 1.4806 4.0601
C -2.0920 -1.2433 -3.9553
*
```

=====

(2)
Formula: C8H4ClNO2S
Source: OMol25
Level of theory: wB97M-V/def2-TZVPD

Summary:
ΔE to the lowest compared entry with this formula, charge and spin   0.0000 eV
Energy   -37296.1405 eV
Orbital gap   6.27 eV

```
! RIJCOSX wB97M-V def2-TZVPD def2/J DEFGRID3
* xyz 0 1
O -1.3779 -2.8063 1.4058
C -0.5456 -2.4367 0.2204
H 3.1542 0.4575 -2.3034
H 0.8000 1.8720 1.0637
H -2.3186 -0.5875 2.2869
O -2.0411 1.7112 1.3622
C 0.9322 0.4664 -1.9080
Cl 1.1087 -2.0906 0.6761
H 0.2644 -0.1277 -2.6833
N -1.9317 -0.5627 1.3474
C -1.6681 0.7558 0.7408
C 0.2038 0.7977 -0.7333
C 2.2534 0.7318 -1.7984
S 2.6653 1.4548 -0.2945
C -1.1664 0.7439 -0.5833
C 1.0882 1.2793 0.2509
C -1.4209 -1.6587 0.9499
*
```

=====

(3)
Formula: C8H4CuF11N3O4S3
Source: OMol25
Level of theory: wB97M-V/def2-TZVPD

Summary:
Energy   -128059.2524 eV
Orbital gap   7.33 eV

```
! RIJCOSX wB97M-V def2-TZVPD def2/J DEFGRID3
* xyz -1 1
O -1.5848 -1.6817 -0.0075
F 2.1894 4.3358 0.5322
F -2.0575 6.1049 -0.5814
F 2.4040 -4.0290 -2.5656
S -1.2605 1.2203 -1.6577
F -2.8131 3.7105 -1.5243
C -0.7235 2.7007 -1.0024
H -1.8927 -0.2788 1.7484
F 0.4761 6.4750 0.4220
H -1.1568 -0.9180 3.0582
F 0.2784 -3.3982 1.7618
N -1.1806 -0.0985 2.4531
N 0.0386 -3.1868 -1.2049
F 2.7019 -4.0109 -0.4359
F 3.7285 -2.5848 -1.6776
C 0.0841 5.2616 -0.0222
H 0.5382 0.8854 2.1160
H 0.6945 -0.7367 1.8475
F -0.7048 -5.1936 1.0913
C 2.5686 -3.2291 -1.5124
S -1.2887 -3.0344 -0.4005
S 1.1220 -2.0566 -1.2676
N 0.0702 0.0600 1.7478
O 1.1060 -1.2378 -2.4340
O 1.4611 -1.4454 -0.0133
C 0.9520 4.1752 0.0195
C -0.8541 -3.8789 1.2361
Cu 0.0269 -0.1796 -0.5670
C -1.5742 3.8332 -1.0234
O -2.3475 -3.8415 -0.8984
F 1.4551 1.9265 -0.3811
C 0.5531 2.9382 -0.4541
F -1.8177 -3.6774 2.1445
C -1.1933 5.0715 -0.5479
*
```

=====

(4)
Formula: C8H4F15NaO18S5
Source: OMol25
Level of theory: wB97M-V/def2-TZVPD

Summary:
ΔE to the lowest compared entry with this formula, charge and spin   5.1912 eV
Energy   -144568.0132 eV
Orbital gap   5.48 eV

```
! RIJCOSX wB97M-V def2-TZVPD def2/J DEFGRID3
* xyz -4 1
O 3.3114 -2.3363 -1.8271
C -3.5542 -1.2566 -3.3062
F -4.1895 -0.4735 -4.2032
F 2.0216 0.3273 4.9145
O 3.7670 1.8913 2.5570
F 1.0542 4.4320 -3.6960
O 2.9732 -2.9540 0.4637
O -1.5102 -3.7504 3.5444
H -1.1927 -1.9127 0.9998
S -1.8168 4.3844 -0.0475
F 3.2297 4.0553 -3.9457
C -0.8075 -2.2713 1.9543
F 1.0375 2.2920 4.1014
F 0.4293 0.2374 3.4944
O -3.1325 3.7434 -0.0919
C 1.4685 0.9792 3.8114
O 2.8928 1.1217 -2.4350
F -1.3404 3.6203 2.3233
O -1.8391 5.8363 0.3923
F 2.3476 -4.9880 -2.3175
O -2.0407 0.9339 -2.8189
C 1.4671 -4.3266 -1.4799
C -1.2201 -3.7130 2.2000
S 2.7034 0.9649 2.3065
O 1.2054 -1.7454 -0.7618
F 0.5247 3.6298 1.1839
F 0.2605 -4.1100 -2.1845
C -1.6905 -2.4141 3.9249
F 1.2482 -5.1105 -0.4033
O 0.5964 1.8851 -2.0360
S 2.0191 2.3059 -2.1489
F -4.4282 -2.0999 -2.7202
C -0.7915 3.3077 1.2164
O -1.1801 4.2348 -1.3228
O -1.4306 -1.5315 2.8966
H -0.3237 -4.3258 2.1041
S -2.7122 -0.0793 -2.0519
O 3.1129 -0.4799 2.2139
F -1.0360 2.0207 0.9542
S 2.3133 -2.7428 -0.8722
H 0.2621 -2.0808 1.8666
O -1.7638 -0.9496 -1.3598
F -2.5297 -1.9450 -3.8559
C 1.9669 3.5235 -3.7626
H -2.0327 -4.0904 1.5793
O -2.1112 -1.9273 4.9980
Na 0.2410 0.2072 -0.5376
F 1.6790 2.7163 -4.7881
O 1.8926 1.3708 1.1323
O 2.3792 3.1091 -1.0148
O -3.7307 0.4842 -1.1433
*
```

=====

(5)
Formula: C8H4F6IIrN2O7P
Source: OMol25
Level of theory: wB97M-V/def2-TZVPD

Summary:
Energy   -62204.1806 eV
Orbital gap (spin up / spin down)   8.18 / 7.17 eV

```
! RIJCOSX wB97M-V def2-TZVPD def2/J DEFGRID3
* xyz 0 2
O 1.7509 -0.9102 1.0457
F -1.6169 -2.4265 -0.1686
F -3.0924 -2.3412 2.8304
C 1.6351 -0.1910 5.0984
F -2.3817 -4.0095 1.3806
C 0.7040 0.1847 2.9271
N 3.4607 -2.3849 2.7452
H 3.2603 -1.5845 5.2343
C 0.8044 -0.8107 -1.6078
H -0.0078 1.1335 4.6983
O 3.1391 -3.0330 1.7720
C 1.6327 -0.7123 2.3741
O -0.2630 0.7564 0.7693
N 1.6462 0.0994 6.5424
O 2.4600 -0.4923 7.2199
O -1.0533 1.7510 2.6019
O 4.4738 -2.5501 3.3913
F -2.4133 -0.8358 1.2479
H 1.6170 -0.1113 -1.7660
C 0.7102 0.4369 4.2894
O 0.8437 0.9097 6.9509
I 1.4690 -2.8674 -1.3549
C 2.5485 -1.0884 4.5916
C -0.3081 0.9567 2.1197
C 2.5213 -1.3609 3.2389
Ir 0.0441 -1.0569 0.2115
H 0.0548 -0.8063 -2.3940
P -2.4874 -2.4424 1.3913
F -3.8549 -2.4555 0.6202
F -0.9079 -2.3790 1.9824
*
```

=====

(6)
Formula: C8H4F6NO4S4Sn
Source: OMol25
Level of theory: wB97M-V/def2-TZVPD

Summary:
ΔE to the lowest compared entry with this formula, charge and spin   0.6528 eV
Energy   -83509.1930 eV
Orbital gap   8.00 eV

```
! RIJCOSX wB97M-V def2-TZVPD def2/J DEFGRID3
* xyz 1 1
H -4.9816 1.1687 1.5248
F 2.6956 3.5570 -2.1685
S -2.5729 1.2609 -0.6293
C -5.9927 -1.5243 -0.3219
C -5.9857 -0.5615 0.6864
C 2.8528 2.7095 -1.1760
S -0.7704 4.2150 0.5598
F 3.3919 1.5788 -1.6203
H -6.7756 -0.5650 1.4243
S -2.5788 -0.1803 -2.1894
H -6.7875 -2.2581 -0.3344
Sn 0.1928 -0.3093 -0.3516
C -0.0886 4.2748 2.2989
F 0.9819 5.0290 2.4086
O -1.5187 0.8234 0.3950
H -5.0411 -2.3305 -2.0943
F 0.1996 3.0195 2.6743
O -0.8917 5.5929 0.1285
O 0.4942 1.5057 -1.5404
C -4.9893 0.4088 0.7556
C -4.0279 0.3319 -0.2278
O 1.4395 1.2563 0.5802
S 1.1968 2.3039 -0.4615
C -4.0303 -0.6261 -1.2271
C -5.0146 -1.5796 -1.3176
F -1.0553 4.7447 3.0829
F 3.6049 3.2256 -0.2280
N 0.6722 3.6223 -0.0847
*
```

=====

(7)
Formula: C8H4N4S2
Source: OMol25
Level of theory: wB97M-V/def2-TZVPD

Summary:
ΔE to the lowest compared entry with this formula, charge and spin   1.4646 eV
Energy   -35983.5298 eV
Orbital gap (spin up / spin down)   6.20 / 6.30 eV

```
! RIJCOSX wB97M-V def2-TZVPD def2/J DEFGRID3
* xyz 0 1
N -2.0527 -0.0060 -1.4344
S 2.6305 2.2213 0.0782
C 0.2022 1.5564 -1.1219
N 2.6064 0.3615 0.0120
H 0.8608 3.5416 -1.0385
H -0.7950 1.9067 -1.4055
C -1.5505 -1.9394 1.2523
N 1.5957 -1.2393 3.0544
C 0.6675 -1.4145 2.3992
C 1.6888 -0.3823 -0.5148
H -2.9150 -0.5196 -1.3653
C 1.1084 2.4815 -0.7703
N -3.7035 -2.1200 0.0687
S -0.8189 -0.8813 -1.4152
H 3.3047 -0.0853 0.6047
C -0.5905 -1.6164 1.9313
C -2.7117 -2.0602 0.6491
C 0.4726 0.1954 -0.9837
*
```

=====

(8)
Formula: C8H56BNO23P2
Source: OMol25
Level of theory: wB97M-V/def2-TZVPD

Summary:
Energy   -77035.1362 eV
Orbital gap   7.16 eV

```
! RIJCOSX wB97M-V def2-TZVPD def2/J DEFGRID3
* xyz 0 1
C -0.8591 2.8892 -1.1767
H 4.3627 -5.5592 7.5140
H -0.0529 -0.2322 0.5275
O -3.8972 3.9306 0.3880
H -10.6449 0.9278 -3.1729
H 4.1735 3.7536 -2.2972
H 2.0897 -6.8488 -1.1624
H 1.2124 -7.4741 -0.0803
O 3.5400 -5.3961 7.9994
H -3.0745 3.7675 -0.0974
H -2.2399 -4.2391 -2.7140
H 2.6971 3.4852 1.6344
H 4.4618 -3.0452 2.6169
H 6.6817 1.9851 -4.0745
H -7.5516 0.6930 -1.1752
O -5.6265 1.7550 -0.3608
H 1.9458 0.7038 -1.8184
H 4.8900 3.8728 -0.5581
H 3.1465 -3.0628 3.3922
O 6.6414 2.8915 -3.7343
O -8.4456 0.3198 -1.1525
H 0.2172 3.7295 1.5491
O 2.1482 -5.1713 1.3774
H 1.9652 -5.3806 4.9776
H 2.1591 -2.6452 -1.5890
H -12.4399 3.1868 -0.0457
H 2.6703 -5.8343 3.7015
H -0.8712 -2.2217 -3.3124
H -2.1527 2.1921 -3.1843
C 4.1213 3.2729 -1.2059
H -6.2611 -4.2828 -2.6948
H 2.1792 4.5462 -0.6780
C 2.5540 3.4145 -0.7181
H -7.5523 -4.6275 -1.9563
H -1.8843 -4.8646 -4.0607
H -6.7453 -1.4745 0.0743
H 1.2319 -2.5803 2.6444
O -6.5017 -1.2430 -0.8346
C -1.5975 1.8537 -2.2112
O 4.1431 -2.6326 8.4258
H 4.4116 7.0204 -0.6222
C 2.2543 2.7830 0.7777
H -1.6631 6.0655 0.0805
H 2.6485 1.6675 0.9050
H -0.6330 -2.8586 -1.9452
H 3.9364 -3.5784 8.3846
H 1.9043 2.8757 -1.5576
N -0.1866 2.1499 -0.0347
O 2.9198 -2.8658 -0.9631
O 5.0511 6.3711 -0.9515
B 4.5565 1.6690 -1.4234
O 4.0448 -3.4261 3.4043
O -12.1963 3.4184 -0.9546
H 1.4535 -5.2438 0.7057
H 5.1167 6.5667 -1.8983
H 7.4171 3.3223 -4.1237
C 0.6222 2.6910 1.1237
O 0.8149 -2.9612 3.4318
H 5.7315 -1.4737 -0.6140
H 2.7385 -4.4856 1.0303
C -0.4230 0.6538 -0.1758
H 9.2804 4.2156 -2.4000
H 3.5007 -2.2263 7.8248
H 0.5006 1.9063 2.0144
C -1.3379 0.3866 -1.5273
H -8.3497 -0.5436 -1.5818
H -0.9588 6.3115 1.4128
H -0.7372 4.0530 -1.2018
O 2.4372 -0.9462 0.8435
H 8.7370 5.6012 -2.7412
H -4.5866 3.8583 -0.2891
H 2.8505 -5.4684 7.3224
O -6.7233 -4.1359 -1.8558
O 9.0228 4.7710 -3.1511
O 5.1137 -1.3897 0.1728
O -0.8147 5.9368 0.5308
H -6.3897 -2.1001 -1.2724
H -1.7627 -0.6112 -1.9842
H -10.4516 0.6373 -1.6864
H -0.0834 -2.5979 3.4197
P 3.3202 0.2660 -1.8765
O 2.6047 -6.0299 4.6483
P 3.4431 -1.3096 -0.3369
H 5.7024 1.3906 -1.2840
H -6.1156 2.0635 0.4169
O -0.2556 -2.2155 -2.5641
O 1.2381 -6.7404 -0.7128
H -12.0843 2.5612 -1.3925
O -1.9963 -4.0075 -3.6229
O -11.1402 0.7757 -2.3540
H -5.3177 0.8720 -0.1078
*
```